Formula: C13H35F2N6OPRh
Source: the Open Molecules 2025 dataset
Level of theory: ωB97M-V/def2-TZVPD

Structure (XYZ):
```
59
Properties=species:S:1:pos:R:3:forces:R:3:mulliken_charge:R:1
C 10.70581 7.56614 12.81396 1.2 0.6 0.1 -1.184
H 8.78753 7.97593 13.73261 0.4 -0.8 -0.3 -0.001
H 8.32576 9.55040 6.03842 -0.4 0.2 0.2 0.369
H 6.77438 11.59238 13.01304 0.9 -0.8 -0.2 0.257
N 8.02537 11.21585 7.26422 -1.6 1.2 2.4 0.245
F 7.97744 10.33881 14.15996 -1.0 0.3 -1.3 -0.292
H 4.70361 9.19494 8.95757 0.1 0.5 0.0 0.289
H 9.75101 7.70074 9.47548 0.0 -0.2 0.4 0.364
C 9.81908 7.26630 10.49164 1.0 0.6 -0.9 -0.958
C 9.41163 11.59079 7.09378 0.9 0.2 -0.7 -1.090
H 11.36337 6.68614 12.69542 0.0 0.4 0.1 0.477
N 9.62476 6.26011 14.68065 -0.8 1.1 -0.9 -0.118
H 4.16817 12.47306 8.06507 0.2 -0.6 -0.2 0.315
C 4.74414 11.65895 7.57041 -0.4 0.2 -0.9 -0.929
H 10.12365 10.00968 10.51570 0.0 -0.1 0.2 0.169
C 10.59258 8.20186 11.41862 1.2 0.1 -0.6 0.123
H 10.24672 5.46683 14.53341 -0.2 -0.4 -0.1 0.377
H 9.63438 11.80141 6.01638 -0.3 0.0 0.9 0.397
H 4.04253 10.87312 7.18582 0.5 0.8 0.3 0.375
H 10.47436 6.39648 10.40067 0.0 0.0 -0.3 0.474
C 8.49979 6.71935 10.93297 -1.0 -0.9 0.3 -0.013
H 8.33546 5.83493 10.29941 -0.2 0.2 0.3 0.373
H 6.35005 14.59240 7.49214 0.8 -0.6 0.5 0.342
H 10.08125 10.77383 7.39280 -0.1 0.1 0.0 0.287
C 9.38601 7.09694 13.36479 -1.0 0.3 0.9 0.423
H 7.00094 10.64643 5.46694 0.7 -0.5 0.9 0.283
H 9.67354 12.46135 7.71060 -0.1 -0.1 -0.2 0.417
H 5.27783 12.10437 6.71200 -0.2 -0.3 0.3 0.356
H 5.76838 9.91326 10.21871 -0.4 -0.1 -0.1 0.001
H 9.10701 5.23078 12.29726 -0.3 0.5 0.2 0.425
N 7.33202 13.24839 8.88189 -0.6 1.5 -0.8 0.365
H 7.73308 14.74374 10.29027 -0.6 -0.8 0.0 0.380
H 10.43459 10.19754 12.10999 -0.1 -0.3 -0.1 0.337
C 7.37120 14.16274 7.74736 -0.3 1.3 0.2 -0.858
N 7.32262 7.63529 10.72119 0.5 -0.5 -0.4 -0.380
H 8.69394 5.98715 15.05238 0.8 -0.2 -0.1 0.383
H 5.99584 14.19993 10.19820 0.5 0.1 -0.2 0.348
N 5.67536 11.01303 8.48866 1.0 1.4 -0.2 0.540
H 11.23307 8.30913 13.47369 -0.5 -0.8 -0.3 0.400
H 7.78259 13.72554 6.85663 0.1 -0.4 -0.2 0.373
H 7.55954 5.99670 12.78642 0.7 0.1 -0.2 0.391
C 5.04303 10.13739 9.42406 -0.7 0.0 1.7 -0.513
H 7.20255 7.83302 9.71806 -0.1 -0.3 0.5 0.249
F 8.82870 11.66767 12.63682 -1.8 -0.6 -0.5 -0.260
C 7.05439 13.86125 10.15557 0.1 -0.2 1.2 -0.507
Rh 7.87193 9.38567 11.69709 0.7 -0.5 -1.9 0.072
H 6.73105 9.61032 6.90045 0.3 0.0 -0.3 0.359
C 7.62234 10.86609 12.84052 0.8 3.6 5.1 0.082
O 7.89307 10.98072 9.98669 -1.2 1.0 -2.1 0.148
H 7.19668 13.08261 10.93977 0.1 0.9 -0.4 -0.053
C 8.57985 6.20992 12.39309 0.0 -0.6 0.0 -1.104
H 11.63247 8.30105 10.99129 -0.9 -0.4 0.6 0.285
P 7.23444 11.57599 8.73780 2.0 -4.0 -1.1 -0.421
H 6.47104 7.22510 11.09070 0.0 -0.2 -0.3 0.310
N 10.01673 9.55928 11.42795 0.1 -0.3 -0.1 -0.518
H 10.07769 6.85944 15.36696 0.0 0.1 0.3 0.385
C 7.50074 10.19873 6.38197 -0.7 -0.2 -1.3 -1.016
H 7.99098 15.04314 8.04638 -0.5 -0.6 -0.2 0.358
H 4.17038 10.65989 9.89686 0.6 -0.6 -0.4 0.315
```
Forces are in eV/Å.

* HOMO energy (alpha / beta): -0.598 / -0.651 Ha
* ΔE to the lowest compared entry with this formula, charge and spin: 0.000 eV
* 2S+1: 5
* charge: +3
* Kohn-Sham gap (alpha / beta): 8.689 / 5.220 eV


Formula: C25H28CaCl2FN7O4S2
Source: the Open Molecules 2025 dataset
Level of theory: ωB97M-V/def2-TZVPD

Structure (XYZ):
```
70
Properties=species:S:1:pos:R:3:forces:R:3:mulliken_charge:R:1
C -4.79261 3.85226 -3.27713 0.0 0.0 0.0 0.236
H -1.19621 -1.87246 3.04419 0.0 0.0 0.0 0.558
H -1.23803 2.93077 1.38229 0.0 0.0 0.0 0.357
H -0.17525 -2.30243 0.93858 0.0 0.0 0.0 0.372
C -3.22212 -0.98670 -1.87063 0.0 0.0 0.0 -1.070
N 2.57140 -0.68020 -0.05355 0.0 0.0 0.0 -0.118
H -0.23266 4.76152 -2.33349 0.0 0.0 0.0 0.257
C 2.36837 2.49556 3.50269 0.0 0.0 0.0 -1.064
H -6.01692 0.91209 -1.81087 0.0 0.0 0.0 0.335
H -2.67070 -0.01437 2.61490 0.0 0.0 0.0 0.474
N -2.09244 3.82628 -2.43214 0.0 0.0 0.0 0.159
C -2.41564 4.09375 -3.74860 0.0 0.0 0.0 -0.119
O 0.16259 2.70391 -3.94177 0.0 0.0 0.0 -0.688
H 2.96071 -0.96646 -0.94390 0.0 0.0 0.0 0.345
N 1.22098 1.31738 1.28791 0.0 0.0 0.0 1.399
H 3.52418 -2.02386 1.29740 0.0 0.0 0.0 0.405
O 0.52083 1.75970 -1.93680 0.0 0.0 0.0 -1.112
C 2.53808 1.23818 1.48627 0.0 0.0 0.0 0.508
O -5.96859 3.83968 -3.55290 0.0 0.0 0.0 -0.637
C -1.35426 -2.21865 -1.96976 0.0 0.0 0.1 0.155
C 2.54110 -1.84873 0.83937 0.0 0.0 0.0 -1.102
C -0.68186 3.81488 -2.03128 0.0 0.0 0.0 -0.145
N -1.51419 0.90326 1.07687 0.0 0.0 0.1 0.500
Ca 0.17332 0.01594 -0.63640 -0.1 0.0 -0.1 2.060
N -1.87054 -1.07515 -1.57224 0.0 0.0 0.0 0.278
H 2.55450 6.24036 0.78865 0.0 0.0 0.0 0.407
H 1.76364 -0.92749 2.63390 0.0 0.0 0.0 0.328
C 3.32006 0.46986 0.44761 0.0 0.0 0.0 -1.532
Cl 0.38888 5.51518 1.33514 0.0 0.0 0.0 -0.137
C -4.04179 0.11121 -1.61499 0.0 0.0 0.0 0.958
C 2.11562 5.27480 1.00715 0.0 0.0 0.0 -0.212
H 3.50699 1.14010 -0.39607 0.0 0.0 0.0 0.332
H -1.55745 2.05032 2.86936 0.0 0.0 0.0 0.345
N 0.16286 -1.48204 1.43734 0.0 0.0 0.0 0.060
C -3.05532 3.52253 -1.51098 0.0 0.0 0.0 0.420
H -0.64988 3.72759 -0.95209 0.0 0.0 0.0 -0.208
H 4.22544 1.72620 2.71760 0.0 0.0 0.0 0.526
C 0.45909 1.94541 2.17850 0.0 0.0 0.0 0.601
C -3.76245 -2.11637 -2.50031 0.0 0.0 0.0 0.513
S -2.51218 -3.29949 -2.72005 0.0 0.0 0.0 -0.317
H -5.50518 -3.04401 -3.36280 0.0 0.0 0.0 0.395
H 2.81703 2.95155 4.37651 0.0 0.0 0.0 0.418
S 0.29001 -2.65456 -1.78895 0.0 -0.1 0.0 -0.436
C -0.79906 -1.04267 2.44690 0.0 0.0 0.0 -0.923
H 0.35330 3.05505 4.01464 0.0 0.0 0.0 0.494
N -4.34657 3.59018 -1.97889 0.0 0.0 0.0 0.010
H 1.55437 -2.66589 2.55028 0.0 0.0 0.0 0.541
C -5.37240 0.06043 -1.98882 0.0 0.0 0.0 -0.825
Cl 2.38514 4.20058 -0.36761 0.0 0.0 0.0 -0.102
H 4.29311 0.18363 0.86736 0.0 0.0 0.0 0.390
C -3.68084 4.11817 -4.17515 0.0 0.0 0.0 0.237
C 1.50475 -1.74372 1.95639 0.0 0.0 0.0 -0.758
H -0.27101 -0.38671 3.14449 0.0 0.0 0.0 0.271
C 1.00084 2.55460 3.30688 0.0 0.0 0.0 -0.745
H -6.94278 -1.08784 -2.90065 0.0 0.0 0.0 0.387
F -3.97823 4.37680 -5.45165 0.0 0.0 0.0 -0.307
H -5.06262 3.37879 -1.29885 0.0 0.0 0.0 0.276
C 0.07186 2.65747 -2.72211 0.0 0.0 0.0 0.219
O -2.82326 3.20890 -0.34799 0.0 0.0 0.0 -0.751
H 2.30434 -2.71540 0.22296 0.0 0.0 0.0 0.418
C -5.09972 -2.16948 -2.87116 0.0 0.0 0.0 -0.492
H -2.28777 1.27246 0.53340 0.0 0.0 0.0 -0.081
C -5.90090 -1.07178 -2.61030 0.0 0.0 0.0 -0.620
H -3.62640 0.99370 -1.14681 0.0 0.0 0.0 -0.078
H -2.48566 -0.92952 1.11342 0.0 0.0 0.0 0.368
H -1.57238 4.23753 -4.40930 0.0 0.0 0.0 0.476
C -1.96097 -0.28192 1.82028 0.0 0.0 0.0 -0.861
C -1.02514 1.99827 1.90993 0.0 0.0 0.0 -1.592
C 3.15626 1.81968 2.58106 0.0 0.0 0.0 -0.850
H 2.55953 4.82140 1.88570 0.0 0.0 0.0 0.093
```
Forces are in eV/Å.

* HOMO energy: -0.276 Ha
* ΔE to the lowest compared entry with this formula, charge and spin: 0.567 eV
* charge: 0
* Kohn-Sham gap: 7.571 eV


Formula: C3H5NO
Source: the Open Molecules 2025 dataset
Level of theory: ωB97M-V/def2-TZVPD

Structure (XYZ):
```
10
Properties=species:S:1:pos:R:3:forces:R:3:mulliken_charge:R:1
C -1.80448 -0.57831 0.03759 0.2 1.4 -0.2 -0.333
H -2.87142 -0.44923 0.00847 -0.1 0.1 0.3 0.296
O -1.12927 1.65934 0.02754 -0.8 -0.5 -0.4 -0.635
H 1.02534 1.93311 0.21706 -0.3 0.0 0.3 0.271
N -0.99386 0.43203 -0.04208 3.3 -1.4 0.1 0.388
C 0.64029 -0.07561 -0.15566 -1.7 3.7 0.7 -0.215
H 0.93658 -1.00156 -0.53888 -0.3 -1.6 -0.1 0.325
H 2.56729 0.94145 0.13819 -1.3 -0.5 -0.4 0.231
H -1.28192 -1.48057 0.19489 -0.1 -1.1 -0.3 0.200
C 1.44556 0.94686 0.07234 1.1 -0.1 0.1 -0.529
```
Forces are in eV/Å.

* HOMO energy: -0.335 Ha
* ΔE to the lowest compared entry with this formula, charge and spin: 4.069 eV
* charge: 0
* Kohn-Sham gap: 10.044 eV